i) # C5H2O

One molecule with the formula C5H2O (ωB97M-V/def2-TZVPD, OMol25).

The lowest unoccupied orbital energy comes out at -1.6 eV. For the HOMO energy, the calculation gives -10.1 eV. The value obtained for the HOMO-LUMO gap is 8.473 eV.

```
8
Properties=species:S:1:pos:R:3:lowdin_charge:R:1
O -1.0705 -1.5147 1.3431 0.08
C -0.6245 -0.4734 0.9459 -0.25
C -0.7226 1.3035 -2.2101 0.16
C 0.4236 1.0218 -1.6965 -0.20
C 0.7949 0.3823 -0.6311 -0.04
C 0.8017 -0.3167 0.4685 -0.01
H -1.2284 0.4510 0.8566 0.13
H 1.6258 -0.8539 0.9237 0.13
```

ii) # C5H2O

One molecule with the formula C5H2O (ωB97M-V/def2-TZVPD, OMol25).

Its structure (SMILES) is C#CC#CC=O. The lowest unoccupied orbital energy comes out at -0.6 eV. For the HOMO energy, the calculation gives -10.1 eV. The value obtained for the HOMO-LUMO gap is 9.579 eV.

```
8
Properties=species:S:1:pos:R:3:lowdin_charge:R:1
C -0.2450 0.3872 2.9077 0.13
C -0.1464 0.0920 1.7152 -0.13
C -0.0956 -0.1011 0.3291 -0.03
C -0.0322 -0.1618 -0.8824 0.06
C 0.1899 -0.2518 -2.3201 -0.30
O 0.4301 0.7058 -2.9791 0.08
H -0.1586 0.6058 3.9933 0.06
H 0.0580 -1.2760 -2.7635 0.13
```

It turns out ii) is the most stable, with the second structure 48.0 kcal/mol higher.

i) # C21H33N3O3

One molecule with the formula C21H33N3O3 (ωB97M-V/def2-TZVPD, OMol25).

Its structure (SMILES) is CCCCN(C)CCCNC(=O)[C@@H]1CC(=O)N(Cc2ccc(OC)cc2)C1. The lowest unoccupied orbital energy comes out at 0.6 eV. For the HOMO energy, the calculation gives -8.0 eV. The value obtained for the HOMO-LUMO gap is 8.598 eV.

```
60
Properties=species:S:1:pos:R:3:lowdin_charge:R:1
C -4.2226 -3.3584 6.0385 -0.12
C -3.2396 -2.9154 4.9618 -0.27
C -3.9305 -2.7052 3.6172 -0.21
C -2.9302 -2.2636 2.5414 -0.21
N -3.4784 -1.9890 1.2216 -0.27
C -4.0226 -3.1633 0.5682 -0.08
C -4.3984 -0.8563 1.1867 -0.20
C -4.3695 -0.1199 -0.1578 -0.16
C -3.0136 0.5275 -0.4301 -0.17
N -1.9941 -0.4883 -0.5476 0.07
C -1.0150 -0.4555 -1.4585 -0.45
O -0.8764 0.4367 -2.2731 0.05
C -0.0849 -1.6795 -1.3963 -0.18
C 0.5664 -1.8410 -0.0199 -0.03
C 1.9287 -1.1672 -0.1665 -0.46
O 2.6823 -0.8695 0.7334 0.08
N 2.1577 -0.9932 -1.4808 -0.05
C 3.3366 -0.3261 -1.9825 -0.09
C 3.3262 1.1564 -1.6918 -0.21
C 4.4849 1.7952 -1.2828 -0.03
C 4.5030 3.1533 -1.0119 -0.02
C 3.3379 3.8984 -1.1410 -0.28
O 3.2329 5.2379 -0.8974 -0.09
C 4.3765 5.9305 -0.4647 -0.10
C 2.1673 3.2584 -1.5480 0.01
C 2.1621 1.9077 -1.8215 -0.01
C 1.1065 -1.4807 -2.3410 -0.10
H -4.6978 -4.2966 5.7599 0.07
H -4.9996 -2.6098 6.1779 0.07
H -3.7108 -3.5019 6.9869 0.07
H -2.7587 -1.9843 5.2700 0.11
H -2.4573 -3.6697 4.8512 0.11
H -4.7083 -1.9460 3.7267 0.11
H -4.4104 -3.6374 3.3123 0.11
H -2.1695 -3.0417 2.4214 0.12
H -2.4217 -1.3549 2.8788 0.12
H -4.1879 -2.9439 -0.4859 0.08
H -4.9760 -3.4948 1.0015 0.09
H -3.3038 -3.9782 0.6400 0.09
H -5.4317 -1.1753 1.3966 0.12
H -4.0987 -0.1530 1.9672 0.12
H -5.1347 0.6573 -0.1389 0.11
H -4.6102 -0.8070 -0.9694 0.11
H -2.7601 1.2131 0.3885 0.13
H -3.0275 1.0992 -1.3619 0.12
H -2.1311 -1.2717 0.0884 0.10
H -0.6786 -2.5540 -1.6743 0.15
H 0.7271 -2.8916 0.2313 0.13
H 0.0083 -1.3784 0.7922 0.12
H 4.2172 -0.7753 -1.5106 0.13
H 3.3884 -0.5022 -3.0612 0.13
H 5.3964 1.2267 -1.1664 0.11
H 5.4270 3.6105 -0.6938 0.10
H 4.7506 5.5367 0.4862 0.09
H 5.1768 5.8949 -1.2118 0.09
H 4.0615 6.9639 -0.3262 0.09
H 1.2667 3.8442 -1.6419 0.12
H 1.2377 1.4422 -2.1269 0.09
H 1.4097 -2.4214 -2.8201 0.13
H 0.8617 -0.7482 -3.1157 0.12
```

ii) # C21H33N3O3

One molecule with the formula C21H33N3O3 (ωB97M-V/def2-TZVPD, OMol25).

Its structure (SMILES) is CCCCN(C)CCCNC(=O)[C@@H]1CC(=O)N(Cc2ccc(OC)cc2)C1. The lowest unoccupied orbital energy comes out at 0.7 eV. For the HOMO energy, the calculation gives -8.4 eV. The value obtained for the HOMO-LUMO gap is 9.139 eV.

```
60
Properties=species:S:1:pos:R:3:lowdin_charge:R:1
C -2.9078 1.8335 1.8224 -0.11
C -1.9163 0.8371 2.4107 -0.27
C -2.2764 -0.6045 2.0531 -0.19
C -1.3264 -1.6433 2.6668 -0.20
N -0.4123 -2.2415 1.7033 -0.23
C 0.2726 -3.3831 2.2768 -0.10
C 0.4852 -1.3183 1.0356 -0.21
C 1.5423 -0.6082 1.8977 -0.15
C 2.5300 0.1620 1.0234 -0.17
N 1.9143 1.2589 0.3104 0.09
C 2.3305 2.5338 0.4510 -0.47
O 3.2053 2.8709 1.2202 0.07
C 1.6192 3.5403 -0.4557 -0.17
C 0.1270 3.6612 -0.1181 -0.02
C -0.5895 2.8695 -1.1997 -0.46
O -1.7607 2.5593 -1.2184 0.06
N 0.3094 2.5674 -2.1580 -0.05
C -0.0229 1.7660 -3.3214 -0.09
C 0.0360 0.2998 -2.9753 -0.22
C -1.0675 -0.3138 -2.3985 -0.03
C -1.0266 -1.6382 -2.0036 -0.02
C 0.1384 -2.3790 -2.1789 -0.30
O 0.2955 -3.6769 -1.8107 -0.08
C -0.7731 -4.3148 -1.1450 -0.08
C 1.2493 -1.7674 -2.7640 -0.01
C 1.1967 -0.4450 -3.1522 -0.04
C 1.6343 3.0904 -1.9277 -0.10
H -2.6947 2.8382 2.1816 0.07
H -3.9240 1.5770 2.1140 0.07
H -2.8490 1.8429 0.7370 0.05
H -0.9144 1.0739 2.0477 0.08
H -1.9057 0.9363 3.4999 0.11
H -2.2938 -0.7264 0.9694 0.11
H -3.2886 -0.7972 2.4147 0.11
H -1.9170 -2.4729 3.0665 0.11
H -0.7858 -1.1949 3.5176 0.12
H -0.4629 -4.1544 2.5094 0.08
H 0.8194 -3.1473 3.2015 0.08
H 0.9755 -3.7828 1.5479 0.09
H 1.0079 -1.8913 0.2631 0.11
H -0.1334 -0.5743 0.5302 0.10
H 2.1054 -1.3463 2.4705 0.11
H 1.0676 0.0779 2.6000 0.11
H 2.9879 -0.5235 0.2998 0.13
H 3.3164 0.6048 1.6397 0.12
H 1.1847 1.0317 -0.3469 0.12
H 2.1402 4.4900 -0.3246 0.15
H -0.2164 4.6962 -0.1610 0.13
H -0.1233 3.2721 0.8683 0.12
H -1.0395 2.0335 -3.6237 0.13
H 0.6744 2.0155 -4.1237 0.13
H -1.9685 0.2606 -2.2448 0.11
H -1.9019 -2.0802 -1.5566 0.11
H -1.0421 -3.7803 -0.2289 0.07
H -1.6489 -4.4053 -1.7952 0.10
H -0.4087 -5.3101 -0.8956 0.10
H 2.1450 -2.3527 -2.9016 0.12
H 2.0661 0.0104 -3.6054 0.11
H 1.8277 3.9372 -2.5994 0.13
H 2.3938 2.3253 -2.1159 0.13
```

It turns out ii) is the most stable, with the second structure 3.6 kcal/mol higher.

i) # C11H44O11

A 11-piece molecular cluster, C11H44O11 overall (ωB97M-V/def2-TZVPD, OMol25).

Its structure (SMILES) is CO.CO.CO.CO.CO.CO.CO.CO.CO.CO.CO. The lowest unoccupied orbital energy comes out at 0.0 eV. For the HOMO energy, the calculation gives -10.1 eV. The value obtained for the HOMO-LUMO gap is 10.083 eV.

```
66
Properties=species:S:1:pos:R:3:lowdin_charge:R:1
C -4.5357 -8.8408 19.5303 -0.17
O -4.2508 -9.9152 20.4100 -0.12
H -5.0375 -8.0052 20.0182 0.07
H -3.5596 -8.4938 19.1912 0.08
H -5.1328 -9.1437 18.6701 0.07
H -5.0973 -10.2887 20.6659 0.06
C -7.0833 -13.7124 20.7717 -0.19
O -7.5184 -12.5592 21.4362 -0.11
H -6.6995 -14.4433 21.4834 0.07
H -7.9942 -14.1721 20.3883 0.08
H -6.2486 -13.7763 20.0737 0.08
H -8.1969 -12.8978 22.0249 0.07
C -6.2168 -14.9769 26.6255 -0.18
O -7.4970 -14.5945 27.0214 -0.12
H -5.7403 -15.3614 27.5273 0.07
H -6.1899 -15.7979 25.9091 0.08
H -5.5390 -14.1634 26.3666 0.08
H -7.8806 -15.3513 27.4705 0.08
C -9.2441 -7.4617 31.8085 -0.13
O -8.8777 -8.0863 30.5352 -0.14
H -10.2947 -7.6571 32.0235 0.07
H -8.7262 -7.8733 32.6748 0.07
H -9.0490 -6.3894 31.7929 0.07
H -9.2599 -8.9663 30.5019 0.06
C -10.6711 -2.7848 28.4510 -0.18
O -9.5639 -1.9643 28.1791 -0.11
H -10.4140 -3.8153 28.6962 0.07
H -11.1618 -2.4463 29.3636 0.07
H -11.3669 -2.8366 27.6137 0.08
H -9.0746 -1.9172 29.0038 0.07
C -3.9477 -8.9400 29.2559 -0.20
O -2.7885 -9.5910 29.6609 -0.10
H -3.8507 -8.3784 28.3268 0.08
H -4.7794 -9.6204 29.0730 0.08
H -4.3102 -8.2621 30.0288 0.08
H -2.1061 -8.9441 29.4674 0.08
C -11.6339 -12.9150 30.0253 -0.17
O -10.4549 -12.1959 29.7242 -0.12
H -12.5365 -12.3138 29.9162 0.07
H -11.7286 -13.8496 29.4725 0.08
H -11.6356 -13.1266 31.0946 0.07
H -9.8396 -12.7719 29.2646 0.07
C -9.3307 -3.7160 23.4158 -0.18
O -10.2402 -4.7903 23.3619 -0.11
H -8.7588 -3.6669 22.4891 0.07
H -9.8186 -2.7438 23.4859 0.07
H -8.6742 -3.7517 24.2851 0.08
H -9.8064 -5.5271 23.7983 0.07
C -11.9967 -12.8004 25.0233 -0.19
O -10.8101 -13.1788 24.4110 -0.11
H -12.8690 -12.7836 24.3698 0.08
H -12.2911 -13.4179 25.8719 0.08
H -11.9025 -11.7544 25.3150 0.07
H -10.1994 -13.5666 25.0421 0.07
C -7.3952 -8.8562 25.4249 -0.17
O -8.1195 -7.8442 26.0923 -0.12
H -6.3130 -8.7266 25.4362 0.07
H -7.6051 -9.8334 25.8598 0.08
H -7.6873 -8.7998 24.3763 0.08
H -8.3849 -8.1811 26.9512 0.07
C -13.6198 -7.1686 27.9633 -0.17
O -14.3055 -6.4681 28.9870 -0.13
H -13.5456 -8.2196 28.2426 0.08
H -14.2318 -7.1208 27.0626 0.07
H -12.6162 -6.8034 27.7454 0.07
H -14.5467 -5.5906 28.6813 0.07
```

ii) # C11H44O11

A 11-piece molecular cluster, C11H44O11 overall (ωB97M-V/def2-TZVPD, OMol25).

Its structure (SMILES) is CCO.CCO.CCO.CO.CO.CO.CO.CO.O.O.O. The lowest unoccupied orbital energy comes out at -0.1 eV. For the HOMO energy, the calculation gives -9.5 eV. The value obtained for the HOMO-LUMO gap is 9.461 eV.

```
66
Properties=species:S:1:pos:R:3:lowdin_charge:R:1
C 2.3452 3.4383 3.0007 -0.06
C 1.9556 2.0558 3.4168 -0.30
O 0.5299 1.9247 3.4547 -0.11
H 1.8729 4.0466 3.7721 0.08
H 1.9425 3.6773 2.0165 0.06
H 3.4137 3.6403 3.0752 0.09
H 2.2536 1.8057 4.4350 0.11
H 2.3361 1.2739 2.7596 0.11
H 0.2213 1.1115 3.8611 0.09
C 1.2565 3.6052 -1.9388 -0.08
C 2.3380 3.5981 -0.8621 -0.34
O 3.4704 3.0640 -1.4527 -0.08
H 1.4663 4.4002 -2.6544 0.07
H 0.3139 3.7875 -1.4228 0.07
H 1.2082 2.6313 -2.4259 0.06
H 2.1004 2.8912 -0.0671 0.10
H 2.5905 4.5798 -0.4613 0.11
H 3.7619 3.6762 -2.1323 0.08
C -1.5455 -2.6615 -2.5127 -0.06
C -1.4562 -4.2163 -2.2598 -0.26
O -0.1480 -4.5504 -1.7724 -0.09
H -0.6807 -2.2736 -3.0510 0.06
H -1.4789 -2.2012 -1.5269 0.06
H -2.4655 -2.4222 -3.0460 0.07
H -1.6539 -4.6965 -3.2181 0.10
H -2.2057 -4.6136 -1.5752 0.11
H -0.2667 -5.1537 -1.0352 0.09
C -4.0675 -0.0219 -1.1688 -0.16
O -4.1716 1.2579 -1.7447 -0.11
H -3.0183 -0.2960 -1.0585 0.05
H -4.5204 0.0525 -0.1801 0.08
H -4.6118 -0.7421 -1.7797 0.08
H -3.9045 1.2149 -2.6658 0.06
C 0.4882 -3.2367 2.2604 -0.13
O 1.0407 -1.9416 2.4811 -0.13
H 0.0000 -3.6274 3.1532 0.08
H -0.1866 -3.3747 1.4155 0.07
H 1.3274 -3.9095 2.0838 0.09
H 0.4446 -1.4061 3.0098 0.08
C -3.1698 0.8472 2.8718 -0.14
O -2.8108 -0.4868 3.2500 -0.15
H -4.2329 1.0216 3.0378 0.08
H -2.5911 1.5628 3.4558 0.08
H -2.9551 0.8810 1.8037 0.06
H -3.4471 -1.0868 2.8541 0.06
C -0.0329 0.0719 0.1806 -0.14
O -0.7796 1.1255 -0.3716 -0.15
H 0.7248 0.4312 0.8770 0.07
H -0.6426 -0.5723 0.8140 0.07
H 0.4097 -0.5371 -0.6077 0.08
H -0.7359 0.9770 -1.3191 0.01
C 2.7506 -2.4067 -2.5691 -0.14
O 2.3298 -3.0945 -1.4224 -0.13
H 2.2151 -2.8289 -3.4195 0.08
H 2.5061 -1.3463 -2.5070 0.08
H 3.8036 -2.5792 -2.7916 0.09
H 1.4970 -3.4967 -1.6798 0.04
O 2.8320 -1.2865 0.3828 -0.07
H 2.2504 -1.4596 1.1231 -0.02
H 2.6191 -1.9684 -0.2542 -0.04
O -1.0340 3.0680 1.4993 -0.07
H -0.9463 2.5507 0.6987 -0.02
H -0.4668 2.6282 2.1326 -0.03
O -0.7282 0.6173 -3.0326 -0.02
H -1.5255 0.7839 -3.5352 0.06
H -0.1357 0.1958 -3.6551 0.06
```

iii) # C11H44O11

C11H44O11 as an isolated structure (ωB97M-V/def2-TZVPD, OMol25).

The lowest unoccupied orbital energy comes out at 0.0 eV. For the HOMO energy, the calculation gives -8.6 eV. The value obtained for the HOMO-LUMO gap is 8.592 eV.

```
66
Properties=species:S:1:pos:R:3:lowdin_charge:R:1
C -1.1361 -2.4292 -2.3657 -0.22
O -2.0342 -3.4613 -2.1494 -0.07
H -1.2990 -1.9968 -3.3530 0.11
H -1.2755 -1.7063 -1.5619 0.06
H -0.1113 -2.7907 -2.4502 0.09
H -1.8815 -4.1684 -2.7804 0.09
C 1.8719 -0.7410 -2.9839 -0.07
O 0.5053 -0.9989 -2.9834 -0.23
H 2.2141 -0.1475 -3.8317 0.10
H 1.9539 -0.2142 -2.0332 0.09
H 2.3815 -1.7000 -2.8901 0.11
H 0.1596 -0.2428 -2.5035 -0.11
C -0.8909 -1.4711 3.4426 -0.10
O -2.1142 -1.4402 2.7319 -0.14
H -0.1443 -1.0410 2.7750 0.06
H -0.9099 -0.9900 4.4206 0.10
H -0.6220 -2.4963 3.6973 0.09
H -2.1331 -2.0608 1.9997 0.10
C 2.0105 2.2282 0.5858 -0.13
O 1.3418 3.4943 0.9034 -0.13
H 1.2253 1.4722 0.5862 0.03
H 2.5269 2.2602 -0.3736 0.10
H 2.7779 1.9529 1.3092 0.11
H 1.9122 4.1683 0.5267 0.10
C 0.0357 1.5642 2.2075 -0.24
O -0.3935 1.9694 3.4869 -0.05
H -0.7089 0.8683 1.8208 0.00
H 0.0810 2.4023 1.5121 0.05
H 1.0000 1.0564 2.1880 0.09
H 0.2667 2.5827 3.8181 0.08
C 0.6467 -2.6617 -0.1837 -0.18
O 1.4195 -3.6533 0.4221 -0.07
H -0.3930 -2.9871 -0.2196 0.10
H 0.6641 -1.8268 0.5168 0.06
H 0.8577 -2.2506 -1.1709 0.08
H 2.3316 -3.5089 0.1596 0.06
C -0.8838 0.6726 -2.3611 -0.03
O 0.4457 0.8604 -1.8816 -0.02
H -0.8072 0.8510 -3.4337 0.15
H -1.1895 -0.3645 -2.2230 0.09
H -1.5366 1.4030 -1.8831 0.09
H 0.7041 1.7656 -2.0702 0.18
C -2.5840 0.8193 1.5081 -0.14
O -3.2149 0.5152 0.2327 -0.11
H -3.2858 0.9248 2.3354 0.11
H -2.0326 -0.0802 1.7820 0.02
H -1.9524 1.7072 1.4814 0.07
H -3.4480 -0.4152 0.1921 0.08
C -0.8724 2.7664 -0.6679 -0.13
O -1.1297 3.8438 0.3215 -0.09
H 0.1604 2.4670 -0.4892 0.05
H -1.5359 1.9511 -0.3795 0.05
H -1.0414 3.0483 -1.7071 0.10
H -2.0820 3.9455 0.3881 0.09
C 2.9745 -0.8514 0.6686 -0.14
O 1.7806 -0.4547 1.2147 -0.19
H 3.3619 -0.1395 -0.0604 0.08
H 3.7215 -0.9455 1.4568 0.10
H 2.8792 -1.7916 0.1254 0.07
H 1.1368 -0.4833 0.5031 -0.14
C -0.5249 -0.2141 0.2279 -0.12
O 0.6502 -0.4712 -0.5968 -0.22
H -0.5509 0.8666 0.3671 0.05
H -1.4462 -0.6416 -0.1680 0.10
H -0.4446 -0.7000 1.2003 0.07
H 0.6117 0.1101 -1.3598 -0.32
```

It turns out ii) is the most stable, with the second structure 82.5 kcal/mol higher.